Entry 1:
Density functional theory data (wB97M-V/def2-TZVPD) for an isolated ion of composition C6H13N2O3Si and charge +1.

Element x y z (Å)
1 C 1.092 -2.063 0.072
2 C 1.592 1.684 -1.519
3 C 0.320 -0.895 -0.506
4 C -1.161 -1.034 -0.075
5 H 2.956 0.369 1.759
6 H 1.390 0.095 2.475
7 H 0.636 -3.008 -0.218
8 O -3.811 -1.253 -0.246
9 H 0.734 1.916 -2.084
10 N -1.600 1.353 0.144
11 H 1.968 1.750 2.354
12 H 1.177 -1.839 1.175
13 H 1.852 0.891 -2.177
14 H -1.072 -1.597 0.883
15 Si 1.134 0.760 0.144
16 H -2.339 2.065 0.225
17 N -3.465 -0.082 -0.176
18 H 0.333 -1.017 -1.635
19 C 1.872 0.786 1.837
20 H -1.650 -1.840 -0.870
21 H 2.073 -2.193 -0.259
22 O -4.136 0.869 0.127
23 O -0.345 1.809 0.174
24 H 2.418 2.360 -1.521
25 C -1.966 0.115 -0.083

Output
total charge: +1
highest occupied orbital energy: -14.354 eV
M: 189.27 Da
E_LUMO: -0.2118 Eh
ΔE to the lowest compared entry with this formula, charge and spin: 787.7 kJ/mol
structure (SMILES): C[C@H]1CC([N+](=O)[O-])=[NH+]O[Si]1(C)C
maximum force: 5.20 eV/Å


Entry 2:
Density functional theory data (wB97M-V/def2-TZVPD) for one molecule with the formula C19H20F2N2O6.

Element x y z (Å)
1 H 6.174 -1.521 -2.378
2 H 5.602 -4.098 -1.711
3 C -1.393 2.599 -1.094
4 C 2.536 -1.122 0.200
5 C 0.930 2.640 2.520
6 O -1.773 -1.955 -0.064
7 C -1.359 -2.037 1.208
8 C 3.629 -1.787 -0.516
9 C 5.389 -1.928 -1.771
10 C 1.484 1.042 0.639
11 C -3.563 -0.461 -0.701
12 H -0.900 2.614 -2.074
13 O -0.515 2.037 -0.126
14 H -6.854 -1.108 -1.074
15 O -3.703 2.332 -1.650
16 C -3.152 -1.735 -0.289
17 H -1.631 3.625 -0.800
18 H 0.157 3.137 1.940
19 C 3.934 -3.122 -0.605
20 H -3.719 -3.738 0.163
21 C 0.707 1.661 -0.515
22 H -5.225 0.727 -1.311
23 F -2.024 -2.968 1.932
24 C 2.036 2.113 1.611
25 O 4.522 -1.062 -1.232
26 H -6.110 -3.343 -0.332
27 H 0.819 0.372 1.197
28 F -1.580 -0.862 1.878
29 H 2.782 1.601 2.230
30 C -5.813 -1.286 -0.853
31 C -5.399 -2.539 -0.437
32 H -0.281 -2.252 1.232
33 C -4.907 -0.250 -0.988
34 N -2.588 0.531 -0.792
35 N 2.543 0.228 0.097
36 H 1.342 3.354 3.229
37 O 1.132 1.776 -1.633
38 H 0.470 1.827 3.076
39 H 2.000 3.815 0.270
40 O 1.711 -1.739 0.856
41 H 3.494 2.880 0.196
42 H -1.678 0.237 -0.458
43 C 2.721 3.253 0.862
44 C -4.061 -2.767 -0.158
45 H 3.184 3.936 1.570
46 C -2.706 1.812 -1.206
47 C 5.080 -3.209 -1.423
48 H 3.398 -3.922 -0.139
49 H 3.157 0.660 -0.577

Output
total charge: 0
highest occupied orbital energy: -8.705 eV
M: 410.37 Da
E_LUMO: 0.0223 Eh
ΔE to the lowest compared entry with this formula, charge and spin: 11.3 kJ/mol
structure (SMILES): CC(C)[C@H](NC(=O)c1ccco1)C(=O)OCC(=O)Nc1ccccc1OC(F)F
maximum force: 1.58 eV/Å


Entry 3:
Density functional theory data (wB97M-V/def2-TZVPD) for C4H4MgO3 as an isolated structure.

Element x y z (Å)
1 O 2.583 -0.053 -1.220
2 H -1.581 -0.433 2.091
3 H -1.429 0.699 -1.602
4 C -0.605 -0.060 0.229
5 O 0.600 -0.423 -0.430
6 C 1.692 0.512 -0.514
7 C -0.637 -0.461 1.549
8 H 0.265 -0.789 2.064
9 C -1.601 0.491 -0.547
10 Mg 1.666 -1.761 -1.535
11 H -2.576 0.694 -0.107
12 O 1.624 1.583 0.022

Output
total charge: +1
highest occupied orbital energy (spin up / spin down): -11.903 / -14.536 eV
M: 124.38 Da
spin multiplicity: 2
E_LUMO (spin up / spin down): -0.2837 / -0.2828 Eh
ΔE to the lowest compared entry with this formula, charge and spin: 0.0 kJ/mol
maximum force: 2.78 eV/Å


Entry 4:
Density functional theory data (wB97M-V/def2-TZVPD) for a 2-piece molecular cluster, C9H25BrO7P3S overall.

Element x y z (Å)
1 S 2.036 4.053 -1.446
2 O -0.523 -2.113 -0.497
3 O 3.514 4.002 0.873
4 C -1.508 0.866 0.954
5 O 0.510 -4.178 -1.681
6 H 1.090 2.284 0.983
7 O -0.810 4.305 -2.024
8 Br 0.395 7.024 -1.962
9 H 0.425 0.116 0.303
10 H -1.915 1.114 3.057
11 O 2.822 6.278 0.048
12 C 1.852 -4.029 -1.191
13 H 0.869 0.043 2.383
14 H 3.642 3.833 1.822
15 P 0.472 4.990 -2.737
16 O -0.801 -4.400 0.480
17 H -1.443 3.976 -2.685
18 H 2.731 6.985 0.709
19 H 0.177 -6.201 0.742
20 H -0.256 3.082 0.152
21 P 2.191 4.902 0.612
22 H -1.619 -0.541 2.589
23 H 0.178 0.179 3.980
24 H 0.458 1.639 3.079
25 H -0.583 0.720 -0.976
26 H -3.751 -4.415 -1.117
27 C 1.329 2.395 -1.144
28 H -1.569 -6.203 1.071
29 C 0.456 2.259 0.095
30 H -3.647 -3.049 -2.252
31 H 2.404 -4.913 -1.498
32 H 0.754 2.161 -2.039
33 C -0.792 -5.835 0.406
34 H -1.987 1.849 0.922
35 H -3.163 -2.829 -0.557
36 H 1.873 -3.947 -0.103
37 C 0.144 0.599 2.975
38 H -0.984 -6.185 -0.607
39 C -1.280 0.483 2.435
40 C -0.276 0.910 0.055
41 O -1.857 -3.929 -1.777
42 P -0.656 -3.530 -0.837
43 H 2.203 1.749 -1.100
44 C -3.184 -3.528 -1.393
45 H -2.224 0.167 0.527
46 H 2.302 -3.141 -1.630

Output
total charge: +1
highest occupied orbital energy: -12.630 eV
M: 450.18 Da
E_LUMO: -0.1327 Eh
maximum force: 0.35 eV/Å


Entry 5:
Density functional theory data (wB97M-V/def2-TZVPD) for C39H41MoNO2P2 as an isolated structure.

Element x y z (Å)
1 C 3.694 1.686 -0.868
2 C 0.641 -1.907 0.017
3 H -3.583 1.685 4.210
4 O -1.088 -1.183 2.464
5 H 2.608 2.353 2.305
6 H 0.650 2.377 -4.546
7 H -4.089 -4.747 -1.415
8 P 2.844 -0.245 0.971
9 C -1.407 1.854 -4.188
10 H -1.613 -1.784 -4.273
11 H 1.078 2.138 -1.811
12 C -2.112 1.064 -3.092
13 C -3.278 3.225 -0.541
14 H -1.319 1.336 -5.158
15 H -2.387 -2.963 -1.512
16 C -2.649 -3.397 -0.545
17 H -1.871 -3.258 2.768
18 H 5.034 -4.408 2.171
19 N -1.326 1.091 2.153
20 H 2.837 4.657 1.482
21 C -2.376 -3.555 1.850
22 C -3.932 0.536 0.156
23 H -2.031 2.731 -4.435
24 C 4.096 -2.513 1.825
25 C -0.044 2.379 -3.694
26 C -3.614 -4.409 -0.494
27 H 1.316 -0.936 2.693
28 H 7.621 -1.250 0.781
29 H 4.049 0.861 -1.482
30 H -1.250 2.476 -0.862
31 H 0.103 -0.083 -4.783
32 O -2.327 3.205 2.295
33 C 1.769 0.002 2.357
34 C 5.569 -0.715 1.037
35 C -2.057 -0.351 -2.841
36 H -2.851 -0.744 -2.195
37 C 3.043 3.826 0.803
38 C -2.692 0.900 -0.329
39 C 0.236 -0.643 -3.846
40 C -4.001 -4.968 0.731
41 C 3.192 1.431 0.421
42 C 6.638 -1.607 1.068
43 H 1.739 -0.188 -2.322
44 H -5.912 1.305 0.569
45 H 7.301 -3.618 1.488
46 C -1.433 0.013 2.898
47 C -2.029 -2.914 0.635
48 C 4.296 -1.197 1.371
49 H -5.309 3.654 -0.001
50 H -2.079 2.390 4.883
51 C -2.485 1.666 4.170
52 H 0.991 0.709 2.004
53 Mo -0.917 0.522 -1.416
54 C 0.492 1.562 -2.550
55 H -4.785 -5.725 0.774
56 C 3.766 2.995 -1.346
57 H -3.694 -4.930 2.869
58 C -3.384 -4.522 1.904
59 H -3.135 1.445 -2.966
60 C -2.039 2.125 2.777
61 H 0.947 -1.439 -4.118
62 H -0.173 3.425 -3.377
63 C 2.915 2.521 1.272
64 H -4.106 -0.492 0.473
65 H -0.868 -2.112 -2.714
66 H -2.996 4.275 -0.699
67 P -0.990 -1.405 0.599
68 H 0.527 -2.817 -0.582
69 C -4.562 2.867 -0.113
70 H -2.716 -0.449 4.586
71 H 5.695 0.337 0.767
72 C 3.428 4.067 -0.518
73 C 5.182 -3.381 1.850
74 H -1.099 0.227 5.000
75 C 1.859 -1.272 -0.099
76 H 2.474 -1.647 -0.932
77 C 0.782 0.175 -2.704
78 H 3.099 -2.841 2.132
79 C 6.451 -2.934 1.469
80 C -2.321 2.212 -0.676
81 H 2.333 0.479 3.169
82 H 4.091 3.173 -2.369
83 H 3.476 5.086 -0.894
84 C -4.907 1.551 0.228
85 C -1.938 0.262 4.297
86 C -1.087 -1.311 -3.436

Output
total charge: +2
highest occupied orbital energy (spin up / spin down): -12.852 / -13.130 eV
M: 713.65 Da
spin multiplicity: 3
E_LUMO (spin up / spin down): -0.2546 / -0.2663 Eh
ΔE to the lowest compared entry with this formula, charge and spin: 225.3 kJ/mol
maximum force: 4.82 eV/Å


Entry 6:
Density functional theory data (wB97M-V/def2-TZVPD) for an isolated ion of composition C2H7BrN4 and charge +2.

Element x y z (Å)
1 H -1.131 -1.212 0.451
2 C 0.987 0.096 -1.784
3 H 1.083 -0.749 -2.528
4 N 0.185 0.596 1.767
5 H 1.976 0.674 -1.877
6 H 0.169 0.742 -2.272
7 H 1.556 1.059 0.324
8 H -0.835 0.580 3.411
9 N -0.863 0.496 2.388
10 H -0.937 -1.690 -1.260
11 C 0.772 0.445 0.590
12 N -0.604 -1.091 -0.419
13 Br -2.645 0.176 1.741
14 N 0.289 -0.122 -0.532

Output
total charge: +2
highest occupied orbital energy (spin up / spin down): -19.468 / -19.523 eV
M: 167.01 Da
E_LUMO (spin up / spin down): -0.4386 / -0.4401 Eh
ΔE to the lowest compared entry with this formula, charge and spin: 692.3 kJ/mol
maximum force: 4.09 eV/Å


Entry 7:
Density functional theory data (wB97M-V/def2-TZVPD) for one molecule with the formula C6H4N4O2.

Element x y z (Å)
1 C -2.947 -0.117 -0.097
2 H -2.476 -2.218 0.091
3 O 3.058 1.150 -0.050
4 C -0.360 0.252 0.040
5 N 1.989 -0.694 -0.037
6 C -1.226 1.319 0.071
7 N -2.553 1.157 -0.081
8 H -0.826 2.327 0.252
9 H -4.004 -0.294 -0.255
10 C -2.090 -1.183 0.029
11 C 1.098 0.363 -0.012
12 N 1.706 1.493 0.002
13 H 1.805 -1.684 0.066
14 C 3.236 -0.155 -0.017
15 N -0.742 -1.049 0.029
16 O 4.332 -0.667 -0.032

Output
total charge: 0
highest occupied orbital energy: -9.803 eV
M: 164.12 Da
E_LUMO: -0.0245 Eh
ΔE to the lowest compared entry with this formula, charge and spin: 138.5 kJ/mol
structure (SMILES): O=c1[nH]c(-c2cnccn2)no1
maximum force: 2.45 eV/Å


Entry 8:
Density functional theory data (wB97M-V/def2-TZVPD) for one molecule with the formula C2H3FO2.

Element x y z (Å)
1 H 1.259 -1.027 -1.238
2 C -0.495 -0.091 -0.043
3 C 0.942 -0.332 -0.323
4 H -1.197 1.314 1.111
5 O -0.863 1.187 0.207
6 H 1.407 0.666 -0.214
7 O 0.489 -0.870 0.852
8 F -1.541 -0.848 -0.352

Output
total charge: 0
highest occupied orbital energy: -10.589 eV
M: 78.04 Da
E_LUMO: 0.0268 Eh
ΔE to the lowest compared entry with this formula, charge and spin: 191.5 kJ/mol
structure (SMILES): O[C@@]1(F)CO1
maximum force: 4.10 eV/Å


Entry 9:
Density functional theory data (wB97M-V/def2-TZVPD) for a 8-piece molecular cluster, C21H60F3N5O11S overall.

Element x y z (Å)
1 S -3.691 5.508 -4.829
2 C 3.103 -2.801 -7.754
3 H -0.384 -0.033 -2.458
4 N 2.639 -1.622 3.450
5 C -3.633 -0.326 6.958
6 N -3.480 -0.976 4.489
7 C 4.583 -3.059 4.043
8 H -6.558 -5.982 -3.727
9 H 1.315 -4.114 3.116
10 O 3.881 -2.478 -6.580
11 H -4.438 -3.056 6.935
12 C 2.911 -1.573 -8.625
13 H 4.363 2.360 -4.012
14 H 6.513 4.394 -3.715
15 H -3.574 2.998 7.261
16 C 6.659 3.316 -3.786
17 O 5.337 -2.431 3.023
18 C -7.133 -5.008 -1.100
19 H 3.404 -1.406 2.827
20 H -2.311 1.903 7.970
21 H -1.813 0.753 -2.151
22 C -4.138 -1.179 5.789
23 H 4.951 -4.083 4.105
24 H 1.494 6.807 2.353
25 H -8.800 -6.436 0.189
26 H -7.951 -5.187 -1.798
27 O -0.073 4.414 1.367
28 H 6.905 -3.674 3.269
29 H 7.331 2.691 -1.109
30 H -3.385 0.028 4.451
31 H -2.591 -0.528 7.209
32 N 4.479 2.624 -3.045
33 H 6.561 5.879 0.016
34 O -2.372 5.961 -4.372
35 H 7.724 3.117 -3.665
36 H 3.607 -1.576 -6.400
37 H -5.992 -3.779 -2.547
38 O -3.810 5.503 -6.290
39 F -4.425 8.159 -4.770
40 C 2.986 -2.964 3.863
41 C -4.917 6.958 -4.464
42 H -5.212 -1.113 5.610
43 H -4.997 -4.561 -0.211
44 C -5.728 -5.802 -3.044
45 H 3.629 -3.576 -8.312
46 C -0.195 5.875 1.371
47 H 2.465 -1.611 -9.618
48 H 2.441 -3.080 4.800
49 H -0.831 6.215 2.188
50 H -5.639 -6.729 -2.477
51 N -1.187 0.021 -1.848
52 H 6.419 3.114 -4.830
53 H 7.234 -2.144 2.427
54 H 4.825 -2.586 4.995
55 O 0.979 7.706 0.611
56 H 1.896 5.896 0.878
57 C 6.700 -2.604 3.258
58 H 7.812 4.514 0.200
59 C -3.337 1.994 7.611
60 C -3.779 -2.637 6.174
61 H -0.826 0.350 -0.964
62 H -4.251 -5.480 -1.129
63 C 5.930 2.478 -2.773
64 C -5.862 -4.692 -1.966
65 H -4.827 -5.706 -3.650
66 H 2.762 -4.894 3.023
67 H -7.239 -4.151 -0.436
68 H 6.284 1.453 -2.661
69 H -2.531 -1.317 4.424
70 H 2.870 -1.052 4.251
71 H 1.953 0.020 -8.476
72 H -7.679 -7.425 1.031
73 O -4.170 4.286 -4.163
74 H -2.776 -2.804 6.566
75 H 4.263 3.606 -3.142
76 N -4.670 -4.562 -1.167
77 C 2.356 -3.892 2.884
78 C 1.150 6.530 1.356
79 H 7.039 -2.122 4.175
80 H 5.769 2.356 -0.498
81 C 6.781 4.811 0.007
82 F -5.280 6.899 -3.228
83 H 0.432 4.224 2.161
84 O -3.831 1.125 6.651
85 H -7.712 -5.597 1.389
86 O 6.339 4.281 -1.230
87 H -3.795 1.785 8.578
88 H 2.112 -3.224 -7.590
89 H 1.063 7.581 -0.337
90 H -1.831 -0.743 -1.700
91 C -7.821 -6.407 0.668
92 H 6.324 4.282 0.843
93 H -4.224 -0.718 7.786
94 H -0.674 6.191 0.444
95 H 2.606 -3.669 1.846
96 C 6.276 2.882 -1.306
97 F -5.986 6.737 -5.187
98 H -3.947 -3.395 5.409
99 O -7.060 -6.308 -0.457
100 O 2.092 -0.697 -7.854
101 H 3.819 -1.014 -8.848

Output
total charge: 0
highest occupied orbital energy: -7.271 eV
M: 647.80 Da
E_LUMO: -0.0715 Eh
ΔE to the lowest compared entry with this formula, charge and spin: 644.9 kJ/mol
maximum force: 4.27 eV/Å


Entry 10:
Density functional theory data (wB97M-V/def2-TZVPD) for a 4-piece molecular cluster, C2H10O4 overall.

Element x y z (Å)
1 H 2.630 0.056 1.447
2 O -1.139 2.910 0.685
3 O -2.432 0.685 0.015
4 H 1.659 -2.401 -4.257
5 H 0.238 -0.327 2.660
6 C 2.130 -0.919 1.571
7 H 2.427 -1.329 0.595
8 O 1.103 -1.639 -4.041
9 H 2.656 -1.451 2.332
10 H -1.714 0.232 0.491
11 H -1.751 2.153 0.546
12 H -0.555 2.783 -0.069
13 C 0.670 -0.600 1.686
14 H -3.256 0.311 0.345
15 O -0.037 -0.604 0.704
16 H 0.750 -1.673 -3.151

Output
total charge: 0
highest occupied orbital energy: -10.501 eV
M: 98.10 Da
E_LUMO: 0.0221 Eh
ΔE to the lowest compared entry with this formula, charge and spin: 56.4 kJ/mol
structure (SMILES): CC=O.O.O.O
maximum force: 1.97 eV/Å


Entry 11:
Density functional theory data (wB97M-V/def2-TZVPD) for a 13-piece molecular cluster, H26O13 overall.

Element x y z (Å)
1 H 4.249 6.581 16.315
2 H 4.593 10.666 20.423
3 H -1.184 6.485 15.967
4 H -0.126 6.483 19.028
5 H 4.614 8.508 18.394
6 H 0.502 3.767 17.694
7 H 3.755 9.942 19.353
8 H 3.266 5.990 15.336
9 H 0.981 8.580 16.332
10 H 1.740 9.898 18.477
11 H 2.439 4.119 20.020
12 H 1.655 6.978 17.584
13 H 1.543 4.519 19.015
14 O 0.263 9.741 19.542
15 O -0.815 6.116 19.541
16 O 1.672 5.574 14.420
17 O 4.333 9.778 20.108
18 O 2.494 10.289 18.060
19 O 4.414 7.744 17.943
20 H 2.270 11.209 17.998
21 O -0.676 5.708 16.280
22 O 1.467 7.764 16.124
23 O 4.161 6.312 15.388
24 O 1.511 4.150 19.911
25 O 4.504 6.574 20.696
26 O 1.765 7.047 18.559
27 H 2.263 8.125 15.748
28 H 2.689 7.337 18.653
29 H 0.124 10.465 20.164
30 O 1.260 4.122 17.167
31 H -0.663 5.185 19.277
32 H 1.608 5.882 13.507
33 H 4.869 7.087 18.475
34 H 1.045 9.393 19.984
35 H 0.791 4.856 16.741
36 H 3.610 6.298 20.737
37 H 5.121 5.882 20.508
38 H -0.684 5.067 15.555
39 H 1.197 6.228 14.921

Output
total charge: 0
highest occupied orbital energy: -10.267 eV
M: 234.20 Da
E_LUMO: -0.0045 Eh
ΔE to the lowest compared entry with this formula, charge and spin: 233.9 kJ/mol
maximum force: 3.63 eV/Å


Entry 12:
Density functional theory data (wB97M-V/def2-TZVPD) for a 2-piece molecular cluster, C5H14 overall.

Element x y z (Å)
1 C -1.418 -2.438 1.279
2 H -0.326 0.138 -0.149
3 C 0.901 2.467 -1.467
4 H 0.721 0.707 -2.765
5 H -0.008 -1.408 2.450
6 H 0.560 -1.719 0.848
7 C -0.351 -1.394 1.400
8 H 0.971 0.229 -1.149
9 H -1.436 -2.816 0.240
10 C 1.182 1.033 -1.835
11 H -1.278 -3.241 2.042
12 H -2.426 -2.163 1.576
13 H 1.752 2.876 -0.903
14 H -1.525 0.473 1.194
15 H 2.236 0.868 -2.175
16 H 0.819 3.138 -2.311
17 H 0.128 0.679 1.537
18 H 0.048 2.502 -0.754
19 C -0.551 0.069 0.942

Output
total charge: 0
highest occupied orbital energy: -11.120 eV
M: 74.17 Da
E_LUMO: 0.0415 Eh
ΔE to the lowest compared entry with this formula, charge and spin: 77.9 kJ/mol
structure (SMILES): CCC.CC
maximum force: 2.93 eV/Å